Entry 1:
# C7H16O3S

2 unconnected molecules or ions with the total composition C7H16O3S (ωB97M-V/def2-TZVPD, the OMol25 dataset).

Structure (XYZ):
```
27
Properties=species:S:1:pos:R:3
C -0.98960 2.10183 2.56610
C 1.33343 0.18239 1.97389
C 1.60214 -0.49069 -1.10844
C -1.04447 0.97968 1.49613
C 0.40527 0.74000 0.94180
C 0.22831 -0.29591 -0.28400
C -0.82407 0.13305 -1.30881
O -0.10548 -1.97229 -3.84523
O -2.18344 -2.74420 -2.58447
O -0.58703 0.51507 -2.46782
S -0.82100 -2.25178 -2.40855
H -0.48148 1.86635 3.40794
H -0.42273 2.77385 1.90307
H -1.93771 2.49979 2.87030
H 1.94711 0.95568 2.31828
H 0.82678 -0.20163 2.87375
H 1.99495 -0.56829 1.53964
H 2.22887 -1.25669 -0.48366
H 2.13953 0.52179 -1.16475
H 1.33685 -0.87064 -2.04683
H -1.66698 1.36232 0.74475
H -1.45319 0.11044 2.10602
H 0.69208 1.68661 0.42963
H -0.17088 -1.35175 0.15506
H -1.79585 0.10250 -0.92258
H -0.34493 -1.07521 -4.26371
H 0.09354 -3.45225 -2.43752
```

Values from the calculation:
- E_LUMO: 0.59 eV
- E_HOMO: -9.598 eV
- Gap between HOMO and LUMO: 0.3744 hartree
- Relative energy (zero: lowest compared OMol25 entry of this formula, charge and spin): 15.1 kcal per mole

Results of the Löwdin charge analysis, in e, for atoms 1 through 6:
1. C -0.09
2. C -0.06
3. C -0.06
4. C -0.23
5. C -0.34
6. C -0.31

Entry 2:
# C7H16O7P2PbS

A molecular structure, C7H16O7P2PbS (ωB97M-V/def2-TZVPD, the OMol25 dataset).

Structure (XYZ):
```
34
Properties=species:S:1:pos:R:3
C 3.37149 -1.60369 -0.17757
P 1.90149 -1.17963 0.84576
C 0.76342 -2.55443 0.44466
C 1.15452 0.07894 -0.35266
O 2.13274 1.19532 -0.59271
S 1.30774 2.32568 -1.23996
O 1.25017 2.20258 -2.66521
O 2.04921 3.59101 -0.90083
O 0.02932 2.26731 -0.48366
C -0.15006 0.77371 0.10552
C -1.34447 0.12641 -0.55842
C -2.71467 0.30023 0.10803
C -3.59147 -0.90934 -0.18754
O -3.12752 -1.96023 0.64859
P -0.24933 1.01865 2.00281
O -1.14037 2.36647 2.04222
O 1.20407 1.73870 2.18640
H 4.24691 -1.08213 0.20706
H 3.25035 -1.37157 -1.23789
H 3.54804 -2.67662 -0.09349
H -0.16240 -2.46342 1.01588
H 1.27215 -3.46159 0.77899
H 0.53228 -2.66819 -0.61639
H 0.99120 -0.40425 -1.32204
H -1.10999 -0.94315 -0.60308
H -1.38295 0.47985 -1.59436
H -3.21174 1.21277 -0.23144
H -2.61528 0.35149 1.19439
H -4.64472 -0.67652 -0.02545
H -3.47610 -1.20368 -1.23898
H -3.84122 -2.56962 0.84022
H -1.70817 2.58088 1.29663
H 1.78629 1.18047 2.71407
Pb 3.67910 3.93759 -2.30954
```

Values from the calculation:
- Net charge: +2
- E_LUMO: -10.34 eV
- E_HOMO: -14.531 eV
- Gap between HOMO and LUMO: 0.1541 hartree
- Relative energy (zero: lowest compared OMol25 entry of this formula, charge and spin): 0.0 kcal per mole

Results of the Löwdin charge analysis, in e, for atoms 1 through 6:
1. C -0.27
2. P 0.94
3. C -0.27
4. C -0.42
5. O -0.22
6. S 0.48

Entry 3:
# C7H17BaF3NO14S3

A molecular structure, C7H17BaF3NO14S3 (ωB97M-V/def2-TZVPD, the OMol25 dataset).

Structure (XYZ):
```
46
Properties=species:S:1:pos:R:3
Ba -0.84031 0.65027 0.59279
S 0.32307 3.79844 2.46969
O -0.33673 3.08345 1.40335
O 1.71612 4.15413 2.13651
O -0.47560 5.01860 2.46667
O 0.39602 3.08363 3.73982
S -2.49696 2.84569 -1.26409
O -2.13437 4.23371 -1.57513
O -1.35470 2.05255 -1.66615
O -2.53668 2.71215 0.17212
O -3.68452 2.37176 -1.96847
C 3.29718 1.44653 -2.59897
F 2.65275 0.40741 -3.15715
F 4.42993 0.99640 -2.00709
F 3.63049 2.27981 -3.64011
S 2.23523 2.52293 -1.29086
O 3.13752 3.29669 -0.39591
O 1.32091 3.34677 -2.13891
O 1.50761 1.43573 -0.57252
C -2.92447 -1.99842 2.01827
C -3.85889 -0.96603 1.39449
O -3.41619 0.32927 1.66884
O -1.69362 -1.98980 1.38824
H -3.41706 -2.96853 1.95231
H -2.76467 -1.84781 3.08593
H -4.84132 -1.24494 1.77549
H -3.98798 -1.05482 0.31581
H -4.04777 0.95773 1.31142
H -1.22720 -2.76722 1.70393
C 1.41250 -2.67772 -2.45567
C 0.74414 -2.16482 -1.16991
C 1.75947 -1.96120 -0.04329
O 0.98870 -1.70194 1.18149
C 1.59585 -2.19178 2.32258
N 0.01670 -0.99283 -1.57148
H 0.77721 -2.87960 -3.31808
H 1.85871 -3.63923 -2.20168
H 2.27329 -2.05276 -2.69353
H 0.01006 -2.87659 -0.79228
H 2.44474 -1.12381 -0.17480
H 2.31749 -2.89475 0.02872
H 2.07237 -3.16183 2.18105
H 0.92012 -2.29560 3.17153
H 2.57042 -1.73174 2.48590
H -0.82937 -1.37978 -1.96459
H 0.45981 -0.46008 -2.30628
```

Values from the calculation:
- Net charge: -2
- E_LUMO (spin up / spin down): 3.04 / 3.04 eV
- Multiplicity: 2
- E_HOMO (spin up / spin down): -0.862 / -0.861 eV
- Gap between HOMO and LUMO (spin up / spin down): 0.1435 / 0.1434 hartree
- Relative energy (zero: lowest compared OMol25 entry of this formula, charge and spin): 0.0 kcal per mole

Results of the Löwdin charge analysis, in e, for atoms 1 through 6:
1. Ba 2.05
2. S 0.20
3. O -0.44
4. O -0.24
5. O -0.16
6. O -0.39